Density functional theory data (ωB97M-V/def2-TZVPD) for C32H47N10PPtS as an isolated structure at a distorted geometry.

```
! RIJCOSX wB97M-V def2-TZVPD def2/J DEFGRID3
* xyz 0 1
Pt -0.05972 0.09428 -0.29678
S -1.07505 -0.42274 2.08654
C -0.02298 -1.86845 2.08854
N 0.39048 -2.39531 3.21170
N -0.05597 -1.86976 4.34652
C 0.54019 -2.08581 5.55588
C 0.01945 -1.46657 6.69834
C 0.63471 -1.64280 7.92024
C 1.77158 -2.43222 8.03048
C 2.27421 -3.06492 6.90185
C 1.67038 -2.90368 5.67393
N 0.34904 -2.45884 0.97025
N 0.14679 -1.95152 -0.19767
C 0.52838 -2.65451 -1.30119
C 0.87933 -4.01139 -1.19780
C 1.20815 -4.72157 -2.32806
C 1.19780 -4.11632 -3.57753
C 0.83805 -2.78135 -3.69084
C 0.50706 -2.05196 -2.57044
H -0.72853 -1.09961 4.24883
H -0.85803 -0.84275 6.61246
H 0.23053 -1.15145 8.79282
H 2.25809 -2.55496 8.98932
H 3.15755 -3.68376 6.97835
H 2.06026 -3.37239 4.78458
H 0.87066 -4.46010 -0.21661
H 1.46313 -5.76682 -2.24251
H 1.46995 -4.68213 -4.45416
H 0.80633 -2.31682 -4.66549
H 0.21446 -1.00511 -2.65066
C -2.84534 1.97402 0.10988
C -3.03791 0.67592 -0.58169
N -2.08049 -0.11486 -1.02888
C -2.69469 -1.19687 -1.59605
C -4.04371 -1.05658 -1.48880
N -4.24546 0.13694 -0.85170
H -1.99650 1.89187 0.79390
H -3.72921 2.23741 0.68592
H -2.63985 2.76877 -0.60938
H -2.12995 -1.99241 -2.03770
H -4.85076 -1.68664 -1.80364
H -5.13854 0.52031 -0.58810
N 1.74451 0.31218 0.45070
P 2.75673 1.31599 -0.15108
N 3.72023 2.16464 0.96424
C 3.12771 3.31912 1.60464
C 2.17475 2.92539 2.73002
C 2.92378 2.09681 3.76772
C 3.57126 0.88905 3.09529
C 4.43169 1.32807 1.91127
N 3.94716 0.64080 -1.12681
C 5.27887 1.16539 -1.37439
C 6.26172 0.02194 -1.60397
C 5.90121 -0.70331 -2.90506
C 4.37564 -0.76013 -3.08604
C 3.67469 -0.65219 -1.73683
N 2.07996 2.58160 -1.06243
C 0.66895 2.86433 -0.99821
C 0.18480 3.48294 -2.31096
C 0.98213 2.89047 -3.46851
C 2.44849 3.33235 -3.36209
C 2.83479 3.49488 -1.88292
H 2.60273 3.90476 0.84820
H 3.94548 3.93963 1.99496
H 1.37133 2.32151 2.30016
H 1.74902 3.82345 3.18351
H 2.23993 1.76535 4.55213
H 3.69616 2.71639 4.23372
H 2.79934 0.21142 2.72859
H 4.19917 0.35141 3.80889
H 4.79063 0.44742 1.37361
H 5.29658 1.89870 2.27446
H 5.57912 1.77963 -0.52281
H 5.28624 1.80121 -2.27298
H 6.21304 -0.66500 -0.75773
H 7.27811 0.41858 -1.65305
H 6.31820 -1.71094 -2.88901
H 6.35363 -0.17410 -3.74599
H 4.08189 -1.69296 -3.56883
H 4.03987 0.06123 -3.72311
H 4.00425 -1.47512 -1.08921
H 2.59310 -0.75199 -1.85356
H 0.42048 3.53165 -0.15676
H 0.13556 1.87116 -0.79950
H 0.34732 4.56251 -2.27319
H -0.88556 3.31448 -2.44589
H 0.55881 3.20127 -4.42542
H 0.91464 1.79993 -3.40595
H 2.60436 4.28401 -3.87272
H 3.09082 2.59708 -3.84664
H 2.63515 4.52554 -1.55915
H 3.89106 3.29689 -1.71935
*
```

Calculated values
molar mass	829.92	g mol⁻¹
maximum force	3.9	eV Å⁻¹
gap between HOMO and LUMO (alpha / beta)	5.53 / 5.50	eV
electronic energy	-2653.9385	Ha